Entry 1:
Density functional theory data (ωB97M-V/def2-TZVPD) for one molecule with the formula C4H7NO2.

Geometry as XYZ:
```
14
Properties=species:S:1:pos:R:3:mulliken_charge:R:1
C -1.0318 -1.0868 0.8168 -1.4526
C -0.3590 -0.1530 -0.1771 0.5293
C -1.0693 1.1956 -0.2496 -0.1009
O -2.1616 1.4038 0.2143 -0.4686
C 1.1053 0.1044 0.1866 0.2989
O 1.4835 0.1774 1.3399 -0.5959
N 1.9373 0.3217 -0.8730 -0.3759
H -0.8587 -0.7146 1.8294 0.2965
H -2.1089 -1.1204 0.6359 0.3842
H -0.6185 -2.0974 0.7442 0.3802
H -0.4045 -0.5675 -1.1976 0.2970
H -0.5093 1.9925 -0.7841 0.3460
H 1.6796 0.0845 -1.8168 0.2096
H 2.9160 0.4597 -0.6688 0.2522
```

Its multiplicity is 1. As for the HOMO energy: -10.05 eV. The value obtained for the frontier orbital gap is 10.673 eV. The SMILES is C[C@@H](C=O)C(N)=O.

---

Entry 2:
Density functional theory data (ωB97M-V/def2-TZVPD) for a 6-piece molecular cluster, C51H76N8O8S2 overall at a distorted geometry.

Geometry as XYZ:
```
145
Properties=species:S:1:pos:R:3:mulliken_charge:R:1
C 7.5854 -2.9657 1.3074 -0.5206
C 6.1190 -2.3325 1.5390 0.5490
O 5.8491 -1.9084 2.6848 -0.5484
O 5.2450 -2.3577 0.4230 -0.4137
C 4.5652 -1.0854 0.2221 0.2852
C 3.0163 -1.4541 -0.1456 -0.6979
C 2.5326 -0.8225 -1.5388 -0.5883
C 2.0010 0.7164 -1.3799 1.0565
C 0.5191 0.9489 -1.9501 -0.6916
C -0.3175 2.0827 -1.1421 -0.8158
C -0.4190 1.6224 0.4019 0.4095
C -1.3477 0.4858 0.8984 -0.5637
C -1.4061 0.0594 2.4051 0.8546
C -2.4239 -1.1042 2.8470 -0.3802
O -3.4059 -1.3347 1.8076 -0.3469
C -4.4343 -0.3321 1.8259 -0.1904
O -5.4873 -0.6378 0.8593 -0.3533
C -6.2252 0.5895 0.5643 -0.4160
C -7.5399 0.2997 -0.3309 -0.1939
O -7.2992 0.5944 -1.7509 -0.5382
C -0.4574 0.8032 3.4121 -0.8966
C 0.4841 1.9173 2.9037 0.3173
C 0.5295 2.3796 1.3958 -0.7332
N 1.4317 3.4804 0.9274 0.1577
C 2.8237 3.2726 1.3847 -0.4457
C 3.9368 3.4063 0.2825 0.6395
C 3.4989 3.7959 -1.2011 -0.1943
O 3.3218 5.2650 -1.2645 -0.2707
O 3.8096 5.8638 -0.1369 -0.2974
C 5.4012 3.1405 0.7485 -0.3388
C 5.7398 2.7670 2.2322 0.6414
C 7.2914 2.4768 2.5504 -0.9695
C 7.7037 1.0622 1.8492 -0.0526
C 8.0441 1.2027 0.2864 -0.1611
C 9.2376 0.2644 -0.2245 0.0100
S 9.2185 0.1359 -2.1037 -0.1924
C 9.4180 1.8461 -2.8059 0.3304
N 9.2004 3.1145 -2.1651 0.0954
N 9.4254 4.2064 -2.9694 -0.6411
C 9.7776 3.6005 -4.2217 0.0647
O 9.8037 2.1939 -4.1500 -0.2960
C 4.6348 2.6770 3.3470 -0.9497
C 3.1797 2.9325 2.8812 0.4237
S 1.6894 2.8273 4.0087 -0.3500
H 7.7837 -3.2145 0.2105 0.3050
H 7.6183 -3.9629 1.8950 0.3864
H 8.4131 -2.3183 1.7575 -0.1216
H 4.5137 -0.4215 1.1486 0.1395
H 5.0419 -0.4497 -0.6165 0.0048
H 2.9323 -2.6080 -0.1911 0.2726
H 2.3287 -1.1284 0.7178 0.2236
H 1.7619 -1.4814 -2.1006 0.3156
H 3.4629 -0.8146 -2.2304 0.2573
H 2.1323 0.9740 -0.2720 -0.5711
H 2.7817 1.3488 -1.9551 0.0146
H 0.6397 1.3351 -3.0364 0.0284
H -0.0199 -0.0560 -2.0107 0.5079
H 0.1937 3.0937 -1.2696 0.3634
H -1.3837 2.0502 -1.5765 0.3708
H -2.0092 -0.0659 0.1537 0.4519
H -2.9286 -0.7901 3.8340 0.3824
H -1.8307 -2.0621 3.0972 -0.0387
H -4.9405 -0.2007 2.8456 0.2139
H -3.9847 0.6785 1.5025 0.2605
H -6.5851 1.1068 1.5200 0.2857
H -5.5917 1.3405 -0.0231 0.2648
H -8.4174 0.9933 -0.0318 0.1566
H -7.8263 -0.8006 -0.2268 0.3182
H -8.1244 0.3361 -2.2158 0.2891
H -0.4415 0.5177 4.5203 0.1784
H 1.0708 4.3674 1.3419 0.3642
H 2.4724 3.3616 -1.4962 -0.3900
H 4.3021 3.5426 -1.9870 0.3539
H 3.0880 6.4694 0.1618 0.3102
H 6.2024 3.2267 -0.0763 0.2604
H 7.3478 2.3269 3.6915 0.3448
H 7.9772 3.3003 2.1631 0.3708
H 8.6331 0.6914 2.4114 0.2922
H 6.8965 0.2550 1.9982 -0.0969
H 8.2715 2.3073 0.0783 0.3529
H 7.1194 0.9304 -0.3489 0.0461
H 9.1592 -0.8297 0.1426 -0.3618
H 10.2904 0.6178 0.0987 0.4974
H 10.0002 4.2958 -5.0930 0.3574
H 4.8844 2.4158 4.4273 0.2428
C 12.0479 -3.1684 3.9363 -1.2655
C 11.2458 -3.6844 2.7479 -0.1431
C 11.7872 -3.1993 1.4014 -0.4046
C 11.6859 -1.7442 1.2533 0.2555
N 11.6129 -0.6007 1.1424 -0.5065
H 12.0086 -2.0786 4.0033 0.3455
H 11.6429 -3.5727 4.8673 0.3613
H 13.0958 -3.4715 3.8627 0.3086
H 10.1989 -3.3852 2.8629 0.0649
H 11.2682 -4.7784 2.7596 0.3537
H 11.2194 -3.6784 0.5979 0.2696
H 12.8283 -3.5125 1.2834 0.3768
C -12.4761 -0.7764 -3.9683 -1.3551
C -12.7097 -0.0467 -2.6509 -0.2671
C -11.4398 0.5902 -2.0835 -0.3673
C -10.4289 -0.4093 -1.7247 0.2492
N -9.6329 -1.1959 -1.4508 -0.4857
H -11.7831 -1.6123 -3.8458 0.3570
H -13.4186 -1.1797 -4.3468 0.3710
H -12.0689 -0.0995 -4.7248 0.3173
H -13.1376 -0.7425 -1.9253 0.2933
H -13.4523 0.7404 -2.8145 0.2850
H -11.7014 1.1668 -1.1910 0.2936
H -11.0221 1.2974 -2.8062 0.3277
C -2.9302 -1.1257 -5.3790 -1.1895
C -2.0180 0.0921 -5.4614 -0.2375
C -0.5605 -0.2675 -5.7566 -0.4951
C 0.0461 -1.0543 -4.6791 0.2207
N 0.5186 -1.6777 -3.8353 -0.4886
H -2.6414 -1.7878 -4.5593 0.3375
H -3.9621 -0.8115 -5.2035 0.3433
H -2.9039 -1.6985 -6.3101 0.3141
H -2.0845 0.6560 -4.5252 0.1391
H -2.3836 0.7493 -6.2565 0.3355
H 0.0123 0.6556 -5.8883 0.2682
H -0.4955 -0.8176 -6.6997 0.3822
C -17.6078 1.8312 -1.6600 -1.1427
C -17.2667 2.1137 -0.2019 -0.4095
C -15.7642 2.0719 0.0825 -0.3787
C -15.1951 0.7376 -0.1306 0.2748
N -14.7489 -0.3087 -0.3067 -0.4977
H -17.3022 0.8245 -1.9551 0.3374
H -18.6867 1.9093 -1.8158 0.3305
H -17.1168 2.5485 -2.3232 0.3045
H -17.7909 1.3952 0.4364 0.2991
H -17.6442 3.1071 0.0591 0.3058
H -15.5919 2.3697 1.1211 0.3042
H -15.2454 2.8014 -0.5462 0.2668
C -0.0790 -5.9052 4.9207 -1.1478
C -0.3288 -5.6470 3.4398 -0.4637
C 0.7102 -4.7188 2.8080 -0.3690
C 0.6733 -3.3706 3.3825 0.2689
N 0.6476 -2.3146 3.8398 -0.4476
H -0.1452 -4.9841 5.5047 0.3313
H -0.8256 -6.6008 5.3124 0.3370
H 0.9097 -6.3439 5.0803 0.3006
H -1.3334 -5.2308 3.3111 0.2910
H -0.3100 -6.6044 2.9101 0.3238
H 0.5182 -4.6520 1.7329 0.2347
H 1.7109 -5.1445 2.9250 0.3899
```

Its multiplicity is 1. As for the HOMO energy: -7.64 eV. The value obtained for the frontier orbital gap is 8.049 eV. The SMILES is CC(=O)OCCCCCCc1cc(COCOCCO)cc2c1Nc1c(COO)cc(CCCCSc3nnco3)cc1S2.CCCC#N.CCCC#N.CCCC#N.CCCC#N.CCCC#N.

---

Entry 3:
Density functional theory data (ωB97M-V/def2-TZVPD) for C44H54EuN7O2S7Si2 as an isolated structure at a distorted geometry.

Geometry as XYZ:
```
117
Properties=species:S:1:pos:R:3:mulliken_charge:R:1
Eu 0.0833 0.2952 0.1672 0.7919
S 2.1584 3.0429 1.1891 -0.3111
S 0.7412 4.3875 1.5889 -0.1814
S -0.2192 4.8572 -0.2551 -0.3153
S -0.7426 3.1137 -1.1784 -0.2546
C 4.1305 -1.3091 0.1236 -1.2976
Si 2.8223 -0.5436 1.3967 0.9768
C 4.0540 0.5237 2.5032 -1.5473
C 2.5996 -2.1427 2.5361 0.2455
C 3.7271 -2.6714 3.1620 -0.3530
C 3.6685 -3.8124 3.9398 -0.7185
C 2.4561 -4.4568 4.1079 -0.8869
C 1.3287 -3.9360 3.4987 -0.6486
C 1.3688 -2.7882 2.7103 0.2615
Si -0.3277 -2.1139 1.9531 1.3809
C -1.1207 -3.7557 1.2055 -1.5589
C -1.3491 -2.0428 3.6136 -1.5654
H 5.1560 -1.0353 0.3657 0.4639
H 3.9334 -0.9744 -0.8896 0.1815
H 4.0746 -2.3948 0.1252 0.4478
H 5.0461 0.0808 2.5983 0.4458
H 3.6484 0.6544 3.5040 0.2446
H 4.1694 1.5156 2.0722 0.3434
H 4.6824 -2.1791 3.0388 0.2016
H 4.5601 -4.1981 4.4180 0.3692
H 2.3872 -5.3527 4.7141 0.3448
H 0.3841 -4.4406 3.6499 0.1352
H -0.8446 -4.6387 1.7776 0.5534
H -0.8118 -3.9200 0.1770 0.1698
H -2.2066 -3.6837 1.2081 0.3232
H -1.3746 -2.9925 4.1490 0.4952
H -2.3735 -1.7490 3.4041 0.2531
H -0.9408 -1.2940 4.2870 0.2454
O -2.3001 0.8319 3.4248 -0.6690
S -1.8484 1.4345 2.1897 1.1035
O -0.4062 1.5777 2.0798 -0.4821
N -2.2522 0.6460 0.8776 0.8514
C -3.4781 0.0821 0.7540 0.0145
C -4.6030 0.4370 1.4906 -0.6870
C -5.8194 -0.2062 1.2909 -0.9601
C -5.9545 -1.2034 0.3506 -0.9136
C -4.8419 -1.6017 -0.4137 1.4669
C -4.8893 -2.6163 -1.3935 -1.0785
C -3.7354 -2.9533 -2.0652 -1.1936
C -2.5454 -2.3036 -1.7416 -0.1528
N -2.4603 -1.3352 -0.8519 0.9603
C -3.5873 -0.9676 -0.2083 -0.8353
C -2.6278 3.0603 2.1875 0.0839
C -3.0612 3.6905 1.0395 0.3703
C -3.7545 4.8867 1.1463 -0.9642
C -4.0302 5.4223 2.3923 -0.3926
C -3.5955 4.7765 3.5391 -0.6410
C -2.8893 3.5934 3.4353 -0.7562
H -4.5118 1.2028 2.2459 0.5150
H -6.6720 0.0984 1.8871 0.3935
H -6.9095 -1.6969 0.2117 0.3576
H -5.8325 -3.1087 -1.6079 0.3726
H -3.7366 -3.7104 -2.8398 0.4443
H -1.6209 -2.5722 -2.2374 0.1697
H -2.8480 3.2647 0.0702 0.2607
H -4.0827 5.3880 0.2496 0.4285
H -4.5890 6.3442 2.4704 0.3495
H -3.8137 5.1923 4.5128 0.3786
H -2.5597 3.0389 4.3016 0.4477
N 0.2507 -0.4841 -4.5128 0.1144
C -0.6582 0.5176 -4.7145 0.3220
C -1.0727 1.1600 -5.8644 -1.1608
C -2.0721 2.1131 -5.7255 -0.4192
C -2.6614 2.3570 -4.4891 -0.9186
C -2.2557 1.7065 -3.3352 -0.5391
C -1.1984 0.7999 -3.4332 -0.2650
N -0.5736 0.0384 -2.4861 1.5958
C 0.2771 -0.7428 -3.1556 0.1092
C 1.0328 -1.8107 -2.6118 -1.1728
C 1.7608 -2.7507 -3.3391 -0.8754
S 2.4234 -3.9454 -2.2734 -0.2598
C 1.6701 -3.0930 -0.9448 -0.8492
N 1.0151 -2.0354 -1.2695 1.4050
H 0.9164 -0.8355 -5.1782 0.2790
H -0.6262 0.9211 -6.8209 0.4420
H -2.4016 2.6630 -6.5989 0.3772
H -3.4687 3.0771 -4.4360 0.4368
H -2.7420 1.8860 -2.3915 0.5126
H 1.9465 -2.8068 -4.3902 0.4460
H 1.7833 -3.4487 0.0592 0.2666
C 1.6521 3.3131 -5.5203 -0.2104
C 1.7919 4.8210 -5.3498 -0.8710
C 2.6267 5.2077 -4.1293 -0.2989
C 1.9329 4.8827 -2.8008 -0.9929
N 1.8570 3.4636 -2.5577 1.4972
C 2.7538 2.6691 -1.9860 -0.6980
S 2.4204 1.0017 -1.9981 0.1950
N 3.9286 3.0136 -1.4191 0.5110
C 4.9108 3.9980 -1.7729 -0.8343
C 5.8987 3.4633 -2.8296 -0.3279
C 6.9991 2.5502 -2.2859 -0.9358
C 6.4967 1.2755 -1.6129 -0.7054
H 1.1912 3.0800 -6.4800 0.4383
H 1.0318 2.8933 -4.7346 -0.3136
H 2.6270 2.8280 -5.4764 0.1837
H 0.7999 5.2686 -5.2591 0.3460
H 2.2704 5.2412 -6.2428 0.3859
H 2.8161 6.2849 -4.1520 0.3479
H 3.5872 4.6937 -4.1908 0.0729
H 0.9057 5.2482 -2.8494 0.4676
H 2.4215 5.4020 -1.9688 0.2929
H 0.8757 3.1295 -2.3773 -1.3303
H 4.2956 2.2287 -0.8948 -0.3983
H 5.4460 4.2793 -0.8613 0.3798
H 4.4195 4.8895 -2.1592 0.4598
H 6.3769 4.3152 -3.3222 0.3992
H 5.3261 2.9184 -3.5838 0.1353
H 7.6145 3.1133 -1.5789 0.3517
H 7.6413 2.2741 -3.1280 0.3706
H 6.1743 1.4692 -0.5929 0.1338
H 7.2967 0.5388 -1.5714 0.4818
H 5.6629 0.8448 -2.1610 0.1413
```

As for the charge: -2. Its multiplicity is 7. As for the HOMO energy (alpha / beta): -0.59 / -0.54 eV. The value obtained for the frontier orbital gap (alpha / beta) is 4.039 / 3.994 eV. Its expectation value of S² is 12.18.

---

Entry 4:
Density functional theory data (ωB97M-V/def2-TZVPD) for an isolated ion of composition C4H8NO3 and charge -1 at a distorted geometry.

Geometry as XYZ:
```
16
Properties=species:S:1:pos:R:3:mulliken_charge:R:1
O 2.2536 -0.0310 2.0368 -0.6331
C 2.2117 0.1627 0.8293 0.0441
N 1.0735 0.3373 0.1323 0.0796
C -0.2626 -0.0587 0.5622 -0.6938
C -0.6788 -1.3356 -0.3317 -0.3417
O -0.1974 -1.1620 -1.5915 -0.8671
C -1.2169 1.0443 -0.0522 -0.5355
O -1.0155 1.1542 -1.4248 -0.6443
H 3.0762 0.0771 0.1507 0.3094
H 1.0576 0.5529 -0.8419 0.2742
H -0.3321 -0.1582 1.6394 0.3861
H -0.3028 -2.2837 0.1277 0.3337
H -1.7824 -1.3272 -0.2527 0.2259
H -0.7144 0.1965 -1.7155 0.4040
H -0.9155 1.9712 0.4581 0.3374
H -2.2541 0.8602 0.2738 0.3209
```

As for the charge: -1. Its multiplicity is 1. As for the HOMO energy: -3.58 eV. The value obtained for the frontier orbital gap is 7.622 eV. The SMILES is O=CN[C@H](C[O-])CO.